[1]
The following is a quantum chemistry calculation of a single C2H4N4O2 molecule, from the OMol25 dataset.

```
12
Properties=species:S:1:pos:R:3:forces:R:3:mulliken_charge:R:1
N -0.535 0.643 -2.220 0.814 -1.740 -1.254 -0.49
C -0.520 0.178 -0.929 1.806 -0.280 4.320 0.53
N 0.347 0.632 0.036 -2.283 -3.298 -1.876 -0.61
C 0.244 -0.449 1.043 0.303 2.965 1.089 0.46
N 1.056 -0.592 2.035 -0.274 1.399 -0.496 -0.40
O 1.961 0.575 2.152 -0.964 -1.586 -2.210 -0.35
N -0.993 -1.149 0.966 2.989 -0.530 -3.688 -0.17
O -1.338 -0.865 -0.450 -0.174 0.848 -0.746 -0.27
H -0.938 -0.032 -3.032 1.414 2.221 2.870 0.31
H 0.461 1.054 -2.363 -2.555 -0.969 -0.224 0.32
H 1.983 0.898 1.196 0.053 -0.081 1.593 0.39
H -1.728 -0.893 1.564 -1.128 1.052 0.622 0.27
```
Forces are in eV/Å.

Summary:
E	-12189.6882	eV
spin multiplicity	1
highest occupied orbital energy	-8.90	eV
structure (SMILES)	Nc1n/c(=N\O)[nH]o1


[2]
The following is a quantum chemistry calculation of 2 unconnected molecules or ions with the total composition C4H6FNO, from the OMol25 dataset.

```
13
Properties=species:S:1:pos:R:3:forces:R:3:mulliken_charge:R:1
C -1.347 -0.662 0.894 -0.764 -1.019 -4.483 -0.33
N -0.508 -1.456 0.401 0.256 0.239 2.237 -0.19
C 0.112 -2.173 -0.541 -0.121 0.932 0.219 0.22
O 1.045 -1.774 -1.222 -0.597 -1.007 0.382 -0.55
H -1.945 -0.185 0.040 0.123 0.129 2.023 0.25
H -1.614 -0.694 1.919 0.135 0.618 1.003 0.32
H -0.380 -3.166 -0.392 0.793 -0.157 -1.216 0.28
C 0.566 2.188 1.337 -1.078 -0.157 -0.884 -0.71
C 0.696 1.416 0.290 -0.458 -0.599 -1.964 0.02
F -0.285 1.384 -0.684 0.525 0.196 0.569 -0.27
H -0.253 2.811 1.630 -0.534 0.132 -0.496 0.29
H 1.334 2.168 1.999 2.271 -0.087 1.912 0.29
H 1.501 0.719 -0.036 -0.551 0.781 0.696 0.37
```
Forces are in eV/Å.

Summary:
E	-10497.2405	eV
spin multiplicity	1
highest occupied orbital energy	-9.66	eV
structure (SMILES)	C=NC=O.C=CF


[3]
The following is a quantum chemistry calculation of 5 unconnected molecules or ions with the total composition C2H14O4S, from the OMol25 dataset.

```
21
Properties=species:S:1:pos:R:3:forces:R:3:mulliken_charge:R:1
C 1.737 1.814 0.926 0.289 -0.032 0.451 -1.05
C 1.652 0.305 0.795 0.207 -0.125 -0.466 -0.01
S 2.081 -0.234 -0.922 -0.373 -0.063 0.315 -0.24
H 1.407 2.129 1.919 -0.138 -0.010 -0.050 0.32
H 2.756 2.182 0.809 0.012 -0.052 -0.180 0.34
H 1.104 2.286 0.177 -0.030 0.069 0.031 0.29
H 0.659 -0.030 1.086 -0.054 -0.200 -0.342 -0.10
H 2.360 -0.274 1.383 -0.032 0.382 0.420 0.38
H 3.327 -0.581 -0.599 0.151 0.015 -0.179 0.11
O -1.414 -0.939 1.948 0.053 -0.422 -0.112 -0.72
H -2.090 -1.392 2.462 0.026 0.121 -0.032 0.28
H -1.867 -0.224 1.455 -0.132 0.258 0.174 0.42
O -1.803 0.225 -1.871 0.406 0.043 0.042 -0.74
H -1.066 0.780 -2.147 -0.093 0.157 -0.191 0.34
H -1.342 -0.540 -1.461 -0.161 -0.317 -0.242 0.40
O -2.385 1.185 0.513 -0.146 -0.195 -0.420 -0.73
H -3.286 1.523 0.528 0.039 0.014 0.135 0.29
H -2.265 0.848 -0.423 -0.015 0.326 0.430 0.44
O -0.842 -1.976 -0.673 -0.055 -0.422 0.761 -0.70
H -1.025 -1.917 0.290 -0.044 0.258 -0.256 0.35
H -0.068 -2.548 -0.716 0.090 0.194 -0.287 0.32
```
Forces are in eV/Å.

Summary:
E	-21327.0133	eV
spin multiplicity	1
highest occupied orbital energy	-9.08	eV
structure (SMILES)	CCS.O.O.O.O


[4]
The following is a quantum chemistry calculation of 4 unconnected molecules or ions with the total composition C25H57N3O5, from the OMol25 dataset.

```
90
Properties=species:S:1:pos:R:3:forces:R:3:mulliken_charge:R:1
C 0.288 5.872 2.553 -0.177 0.820 0.927 -1.91
C -1.276 5.748 2.616 0.181 -0.094 -1.229 1.49
C -1.925 7.034 3.113 -0.589 -0.125 0.016 -1.63
C -1.718 5.494 1.156 -0.282 -0.402 -0.110 -1.07
C -3.063 4.849 0.962 -1.602 -1.418 -0.050 -0.77
C -3.197 3.575 1.797 -0.082 0.637 1.145 -1.24
C -2.947 3.869 3.323 1.693 -0.068 -0.252 1.40
C -4.068 4.608 4.034 -0.126 -0.176 -0.154 -1.65
C -2.739 2.471 3.969 -0.059 0.280 -0.538 -1.95
N -1.613 4.589 3.411 -0.489 -1.683 -0.934 0.36
O -1.149 4.709 4.739 -0.250 0.135 -0.027 -0.50
H 0.845 4.942 2.439 -0.499 -0.279 -0.027 0.40
H 0.680 6.550 1.794 -0.539 0.050 -0.390 0.38
H 0.633 6.343 3.473 0.044 -0.176 0.274 0.42
H -1.700 7.147 4.174 0.601 0.790 -0.208 0.40
H -1.738 7.823 2.384 0.764 0.512 0.691 0.42
H -3.015 7.039 3.118 -0.142 -0.679 -0.266 0.28
H -1.660 6.422 0.588 0.211 0.046 0.042 0.51
H -1.057 4.758 0.699 0.529 0.192 0.041 0.32
H -3.991 5.397 1.122 0.338 0.828 0.367 0.34
H -3.219 4.475 -0.050 0.450 0.396 -0.457 0.41
H -2.556 2.783 1.408 0.601 0.155 0.324 0.42
H -4.181 3.119 1.693 -0.341 0.305 0.076 0.47
H -4.915 3.937 3.894 -0.472 0.370 0.466 0.43
H -4.303 5.618 3.698 -0.030 -0.273 -0.541 0.29
H -3.818 4.755 5.085 -0.053 -0.442 0.111 0.37
H -1.938 2.010 3.392 0.256 -0.132 0.378 0.50
H -3.607 1.834 3.803 -0.255 0.145 -0.011 0.41
H -2.536 2.458 5.040 0.141 0.261 -0.100 0.36
H -0.449 4.051 4.723 0.186 0.006 0.428 0.35
C 1.990 -4.743 3.112 -1.199 0.831 -0.666 -1.92
C 1.067 -4.369 1.912 -0.182 0.948 0.752 1.57
C 1.827 -3.247 1.175 -0.389 -0.266 -0.976 -1.67
C 0.875 -5.606 1.020 -0.351 0.738 -0.635 -1.19
C -0.216 -5.434 -0.062 0.385 -0.135 1.168 -0.54
C -1.513 -5.016 0.562 -0.454 0.538 0.377 -1.26
C -1.452 -3.780 1.521 0.325 -0.171 -2.246 1.58
C -1.355 -2.464 0.637 0.024 -0.250 1.256 -1.68
C -2.783 -3.852 2.244 -0.412 1.780 2.188 -2.05
N -0.305 -3.967 2.433 0.227 -1.867 -1.548 0.29
O -0.206 -2.934 3.354 -0.001 0.313 0.609 -0.44
H 2.820 -5.234 2.604 0.073 -0.513 0.789 0.45
H 2.352 -3.847 3.616 0.096 0.091 -0.186 0.37
H 1.394 -5.265 3.861 0.457 -0.773 -0.145 0.45
H 2.894 -3.453 1.093 0.065 -0.269 0.222 0.46
H 1.472 -3.257 0.145 -0.007 0.513 -0.145 0.28
H 1.749 -2.243 1.593 -0.357 -0.169 0.185 0.32
H 1.777 -5.787 0.436 0.434 -0.202 0.511 0.36
H 0.645 -6.449 1.672 0.025 -0.169 -0.127 0.40
H 0.072 -4.666 -0.780 0.227 -0.223 -0.230 0.26
H -0.335 -6.407 -0.538 0.004 0.169 -0.409 0.37
H -1.983 -5.809 1.144 0.248 -0.330 -0.039 0.44
H -2.217 -4.773 -0.233 -0.223 0.111 0.034 0.37
H -0.658 -2.578 -0.194 -0.335 -0.098 -0.158 0.28
H -0.981 -1.623 1.221 0.220 -0.114 0.323 0.38
H -2.346 -2.116 0.344 -0.015 -0.381 -0.486 0.46
H -3.740 -3.692 1.747 0.407 -0.721 -1.106 0.40
H -2.882 -2.976 2.886 0.464 0.401 0.410 0.48
H -2.885 -4.649 2.981 0.230 -0.494 -0.442 0.43
H -0.404 -3.476 4.121 0.032 0.745 0.690 0.37
C 4.403 -4.818 -3.362 0.576 0.374 1.052 -0.62
O 3.835 -3.958 -4.262 -1.685 0.865 -2.767 -0.32
C 4.218 -2.587 -4.334 0.227 0.025 0.364 -0.59
C 3.338 -1.710 -5.279 -0.873 -1.751 1.625 -0.66
N 1.954 -1.678 -4.734 0.645 1.398 -0.359 -0.16
C 1.062 -0.857 -5.583 -0.473 -0.066 -0.309 -0.73
C 1.296 0.647 -5.716 0.554 -0.353 -0.021 -0.21
O 0.503 1.174 -6.797 0.308 0.049 1.823 -0.36
C 0.330 2.578 -6.589 -0.741 -0.521 -1.552 -0.73
H 5.472 -4.940 -3.535 0.244 -0.142 0.026 0.29
H 3.908 -5.789 -3.402 -0.034 0.122 -0.220 0.24
H 4.250 -4.397 -2.368 0.214 -0.191 0.526 0.21
H 5.245 -2.477 -4.682 0.319 -0.230 -0.018 0.37
H 4.174 -2.237 -3.302 -0.023 0.624 0.081 0.29
H 3.230 -2.234 -6.228 0.800 0.396 -0.564 0.41
H 3.752 -0.702 -5.318 0.103 -0.243 -0.231 0.40
H 1.674 -2.645 -4.822 -0.529 -0.052 0.258 0.24
H 0.052 -0.973 -5.191 -0.088 -0.186 -0.176 0.29
H 1.079 -1.150 -6.633 -0.135 -0.647 -0.246 0.36
H 2.327 0.847 -6.010 0.310 0.070 0.361 0.25
H 1.079 1.135 -4.765 -0.064 0.294 0.016 0.21
H -0.107 2.847 -7.550 0.074 0.672 0.089 0.28
H 1.254 3.134 -6.428 0.188 -0.181 0.047 0.31
H -0.406 2.830 -5.825 0.092 -0.251 0.348 0.29
C 2.114 1.508 -0.995 0.377 -0.209 0.495 -0.56
O 3.036 0.607 -1.636 -0.354 1.026 0.067 -0.48
H 1.324 1.955 -1.598 -0.121 -0.580 -0.510 0.26
H 1.693 1.011 -0.120 -0.324 0.022 -0.009 0.23
H 2.627 2.392 -0.616 0.601 -0.275 -0.073 0.28
H 2.547 -0.079 -2.096 -0.214 -0.072 -0.083 0.24
```
Forces are in eV/Å.

Summary:
E	-41551.2717	eV
spin multiplicity	1
highest occupied orbital energy	-8.16	eV
structure (SMILES)	CC1(C)CCCC(C)(C)N1O.CC1(C)CCCC(C)(C)N1O.COCCNCCOC.CO


Record order is preserved below.
HOMO-LUMO gap: 9.038, 10.136, 9.672, 8.584 eV
Record order is preserved below.
ΔE to the lowest compared entry with this formula, charge and spin: 87.6, 67.2, 0.0, 49.4 kcal per mole
Record order is preserved below.
Lowest unoccupied orbital energy: 0.136, 0.480, 0.597, 0.429 eV